No. 1
Entry from the Open Molecules 2025 dataset: C11H35N10O9Pd as an isolated structure in a non-equilibrium geometry (ωB97M-V with the def2-TZVPD basis set).

Last column: Mulliken charge in e.
CARTESIAN COORDINATES (ANGSTROEM)
N  7.4551  7.6241  3.8088  -0.500
H  8.0283  6.8065  3.9608  0.386
H  7.3157  7.6427  2.8086  0.381
H  7.9245  8.4946  4.0137  0.379
H  6.5618  7.5723  4.2772  0.349
Pd  -1.3505  9.3902  2.2051  0.936
C  1.7447  8.1737  5.2037  0.784
O  1.6773  9.2678  4.6990  -0.517
O  0.6599  7.5961  5.0745  -0.510
O  2.7804  7.7070  5.7186  -0.695
C  -5.1173  1.6912  -1.9276  -0.761
O  -4.3244  1.5804  -0.7696  -0.281
C  -4.0011  2.7861  -0.1019  -0.627
C  -3.0082  2.4241  0.9630  -0.692
N  -3.7037  1.7715  2.0932  -0.415
C  -2.7165  1.4019  3.0814  -0.604
C  -3.2860  0.5368  4.1976  -0.639
O  -3.6301  -0.7649  3.7189  -0.299
C  -3.9516  -1.6669  4.7938  -0.702
H  -6.0014  2.2945  -1.7211  0.305
H  -5.2732  0.7101  -2.3760  0.260
H  -4.6262  2.2277  -2.7394  0.289
H  -4.8676  3.2798  0.3380  0.334
H  -3.5675  3.3791  -0.9072  0.425
H  -2.5132  3.3365  1.2956  0.450
H  -2.2070  1.8301  0.5233  0.367
H  -3.9295  0.9367  1.5714  0.270
H  -2.3435  2.2970  3.5792  0.368
H  -1.8336  0.9310  2.6493  0.346
H  -4.2238  0.9275  4.5927  0.346
H  -2.5654  0.3894  5.0020  0.429
H  -3.1517  -1.7345  5.5311  0.283
H  -4.1628  -2.6928  4.4921  0.251
H  -4.8034  -1.2079  5.2957  0.298
C  4.8044  7.8954  11.3671  0.641
O  5.4361  7.7724  12.4061  -0.641
N  4.0587  7.0747  10.7371  -0.346
N  4.7297  9.0521  10.7456  -0.394
H  3.8882  7.2574  9.7585  0.153
H  3.9308  6.1127  11.0166  0.218
H  5.1804  9.7679  11.2974  0.207
H  4.3790  9.1489  9.8034  0.164
C  5.8014  13.3921  6.4818  0.669
O  6.8087  13.7593  7.1338  -0.681
N  4.6036  13.3285  6.9397  -0.370
N  5.8112  12.8360  5.3432  -0.350
H  4.4365  13.5251  7.9162  0.233
H  3.9614  12.8034  6.3636  0.151
H  6.6673  12.7034  4.8240  0.208
H  4.9213  12.5334  4.9736  0.142
C  -2.6824  4.8070  9.3391  0.664
O  -3.2665  4.4630  10.3184  -0.620
N  -3.0993  5.5223  8.3590  -0.370
N  -1.4706  4.5091  9.0166  -0.355
H  -2.4923  5.4739  7.5532  0.132
H  -4.0573  5.8373  8.3045  0.213
H  -1.1091  4.9898  8.2052  0.142
H  -0.9662  3.7495  9.4510  0.198
C  4.3031  2.9676  2.5789  0.629
O  4.8067  2.1466  1.8212  -0.617
N  4.5651  3.0886  3.8757  -0.382
N  3.4413  3.9122  2.2252  -0.381
H  4.0473  3.7033  4.4873  0.155
H  5.3899  2.7181  4.3255  0.209
H  3.3770  4.1156  1.2380  0.214
H  2.9830  4.3788  2.9949  0.178

Forces on atoms 1 to 2 (eV/Å):
N 0.079 0.120 -0.928
H 0.374 -0.308 0.663

Frontier orbital gap (alpha / beta) = 4.47 / 3.15 eV
Spin multiplicity = 3
Relative energy (zero: lowest compared OMol25 entry of this formula, charge and spin) = 74.79 kcal per mole
Charge = +1



No. 2
Entry from the Open Molecules 2025 dataset: C28H44BrCuN3P2S as an isolated structure in a non-equilibrium geometry (ωB97M-V with the def2-TZVPD basis set).

Last column: Mulliken charge in e.
CARTESIAN COORDINATES (ANGSTROEM)
C  -0.6988  5.1248  -4.9463  -0.434
C  -1.0459  4.0994  -5.8546  0.647
C  -1.2200  4.4546  -7.2020  -0.471
C  -1.0576  5.7997  -7.5741  -0.346
N  -0.7219  6.7514  -6.7044  -0.572
C  -0.5559  6.4357  -5.4197  -0.350
C  -1.1719  2.7362  -5.3905  0.451
C  -1.3153  2.0736  -4.2844  0.036
C  -1.7077  1.8411  -2.9210  -0.146
C  -0.9428  0.8724  -2.2220  0.296
C  -1.4819  0.1265  -1.1900  -0.490
C  -2.8111  0.4008  -0.7691  -0.088
C  -3.4853  1.5271  -1.2814  -0.430
C  -2.9396  2.2450  -2.3500  -0.723
Cu  -0.8912  0.9647  -5.7136  -1.270
P  2.8891  -0.4244  -0.6986  0.747
H  -1.4787  3.7181  -7.9522  0.397
H  -0.5401  4.9071  -3.8932  0.371
H  -1.2068  6.1198  -8.6082  0.370
H  -0.3027  7.2433  -4.7332  0.356
H  -3.4546  3.1060  -2.7796  0.519
H  0.0902  0.7202  -2.5214  0.459
H  -4.4472  1.8220  -0.8598  0.511
H  -0.9151  -0.6876  -0.7180  0.132
C  2.2454  -1.7659  0.3073  -0.245
C  2.6491  -3.1982  -0.0726  -1.288
H  1.1472  -1.6799  0.2747  0.335
H  2.5660  -1.5500  1.3389  0.427
H  2.2913  -3.8636  0.7230  0.438
H  2.1837  -3.5469  -1.0045  0.242
H  3.7344  -3.3376  -0.1491  0.322
C  2.6720  -0.8437  -2.4257  0.637
C  3.5606  0.0037  -3.3291  -1.508
H  1.6083  -0.7512  -2.7024  -0.677
H  2.9184  -1.9114  -2.5254  0.515
H  3.6563  -0.4723  -4.3103  0.441
H  3.1342  1.0003  -3.4756  0.398
H  4.5690  0.1119  -2.9155  0.359
C  4.5548  0.0740  -0.2159  -0.637
C  5.5821  -1.0557  -0.1009  -1.302
H  4.4556  0.5995  0.7493  0.305
H  4.8950  0.8327  -0.9358  0.522
H  6.5640  -0.6169  0.1150  0.415
H  5.3471  -1.7392  0.7243  0.348
H  5.6935  -1.6435  -1.0218  0.337
Br  -3.6266  -0.7432  0.4094  -0.079
P  -1.8752  -2.2480  -4.6586  -0.228
C  -0.2172  -2.1881  -3.8817  1.042
C  0.3075  -3.6198  -3.7229  -1.510
H  -0.3012  -1.6700  -2.9177  -1.090
H  0.4467  -1.5979  -4.5303  0.467
H  1.3691  -3.6256  -3.4560  0.325
H  -0.2377  -4.1745  -2.9491  0.323
H  0.2038  -4.1728  -4.6640  0.465
C  -2.9666  -2.4378  -3.1796  0.292
C  -4.2516  -3.2060  -3.4931  -1.359
H  -3.1754  -1.4550  -2.7332  -0.256
H  -2.3668  -3.0032  -2.4468  0.370
H  -4.8288  -3.3335  -2.5710  0.391
H  -4.8842  -2.6828  -4.2194  0.282
H  -4.0232  -4.2057  -3.8819  0.361
C  -2.4135  -0.7381  -5.4957  0.679
C  -3.4326  -1.0335  -6.5988  -1.223
H  -1.4019  -0.5284  -6.0069  0.050
H  -2.8009  -0.0178  -4.7611  0.221
H  -3.7826  -0.1061  -7.0598  0.373
H  -2.9132  -1.6210  -7.3602  0.412
H  -4.3017  -1.5968  -6.2416  0.261
S  1.7204  1.3306  -0.4085  -0.111
C  1.0960  1.1845  1.2351  0.427
N  1.8624  1.0677  2.3244  0.014
C  1.0759  0.7892  3.5119  -0.511
C  -0.3514  0.8772  3.0096  -0.563
N  -0.1949  1.1747  1.5930  0.071
H  2.8746  1.0580  2.2712  0.189
H  1.2913  1.5218  4.2900  0.337
H  1.3148  -0.2094  3.8825  0.332
H  -0.9076  1.6820  3.4986  0.390
H  -0.8914  -0.0700  3.1397  0.306
H  -0.9705  1.2839  0.9403  0.194

Forces on atoms 1 to 2 (eV/Å):
C -0.140 0.225 -0.536
C 0.450 1.223 -0.225

Frontier orbital gap (alpha / beta) = 3.27 / 5.30 eV
Spin multiplicity = 2
Relative energy (zero: lowest compared OMol25 entry of this formula, charge and spin) = 0.76 kcal per mole
Charge = +2



No. 3
Entry from the Open Molecules 2025 dataset: a 2-piece molecular cluster, C3H7N3O2 overall in a non-equilibrium geometry (ωB97M-V with the def2-TZVPD basis set).

Last column: Mulliken charge in e.
CARTESIAN COORDINATES (ANGSTROEM)
N  -0.4587  -1.5671  1.8619  -0.698
N  0.1073  -0.4524  1.1954  -0.199
C  0.5229  -0.5339  -0.2231  0.660
O  1.7014  -0.4975  -0.5615  -0.640
O  -0.3804  -1.3567  -0.8774  -0.466
H  0.1380  -2.3863  1.7595  0.251
H  -1.3353  -1.7691  1.3904  0.269
H  0.8442  -0.0299  1.7486  0.270
H  0.0310  -1.5930  -1.7187  0.349
C  -0.9469  1.4000  0.4343  -0.442
C  -0.2760  1.3208  -0.6118  0.224
N  0.2963  1.8001  -1.7294  -0.495
H  -1.7033  1.5210  1.1681  0.440
H  0.2877  2.7987  -1.8730  0.236
H  1.1718  1.3452  -1.9632  0.244

Forces on atoms 1 to 2 (eV/Å):
N 0.437 -0.212 -0.422
N -0.310 0.055 0.121

Frontier orbital gap = 8.84 eV
SMILES = NNC(=O)O.C#CN
Relative energy (zero: lowest compared OMol25 entry of this formula, charge and spin) = 135.02 kcal per mole
Charge = 0



No. 4
Entry from the Open Molecules 2025 dataset: C23H17BeBrCl2N2O3STe as an isolated structure (ωB97M-V with the def2-TZVPD basis set).

Last column: Mulliken charge in e.
CARTESIAN COORDINATES (ANGSTROEM)
Be  0.2301  1.0513  -0.6624  -0.122
O  -2.5598  4.2927  -4.6872  -0.521
C  -1.8991  3.5470  -3.7851  0.989
C  -0.9232  2.6151  -4.1346  -0.715
C  -0.3129  1.9043  -3.1307  -0.453
N  -0.6157  2.0655  -1.8343  0.093
C  -1.5371  2.9736  -1.5159  0.168
Br  -1.8646  3.2337  0.3122  -0.069
C  -2.2129  3.7340  -2.4456  -0.537
H  -2.2491  4.0974  -5.5786  0.302
H  -0.6425  2.4503  -5.1662  0.336
H  0.4522  1.1693  -3.3395  0.503
H  -2.9518  4.4607  -2.1456  0.474
Cl  2.2981  -2.2043  1.3151  -0.154
C  0.8848  -1.8710  2.2694  0.577
C  0.8962  -0.7121  3.0293  -0.601
C  -0.1556  -0.4205  3.8773  -0.543
C  -1.2216  -1.2999  3.9686  -0.687
C  -1.2329  -2.4365  3.1874  0.961
Cl  -2.5932  -3.5201  3.3070  -0.257
C  -0.1980  -2.7615  2.2977  -0.745
N  -0.2988  -3.9237  1.5451  -0.022
C  0.2269  -4.1658  0.2552  -0.126
C  1.0401  -5.2789  0.0613  -0.575
C  1.5761  -5.5535  -1.1827  -0.560
C  1.3195  -4.7014  -2.2479  -0.740
C  0.4882  -3.6108  -2.0638  -0.716
C  -0.0920  -3.3409  -0.8282  0.923
C  -1.0816  -2.2088  -0.7012  -0.985
C  -0.4848  -0.8313  -0.6933  1.124
O  0.4311  -0.4683  -1.4910  -0.632
O  -0.9125  0.0773  0.0915  -0.394
H  1.7465  -0.0503  2.9452  0.520
H  -0.1418  0.4849  4.4672  0.399
H  -2.0531  -1.1084  4.6326  0.419
H  -0.7736  -4.6906  1.9896  0.292
H  1.2760  -5.9040  0.9134  0.439
H  2.2141  -6.4177  -1.3149  0.380
H  1.7540  -4.8939  -3.2199  0.392
H  0.2652  -2.9558  -2.8973  0.374
H  -1.7043  -2.3090  0.1850  0.269
H  -1.7461  -2.2323  -1.5708  0.539
Te  2.3314  1.8668  0.0109  -0.020
C  1.8219  3.5246  1.1972  0.040
C  2.1613  4.8298  0.9845  -0.521
C  1.7326  5.7017  2.0270  -0.368
C  1.0776  5.0450  3.0213  -0.625
S  0.9882  3.3655  2.6905  0.019
H  2.6970  5.1582  0.1052  0.396
H  1.9056  6.7686  2.0299  0.362
H  0.6441  5.4542  3.9195  0.397

Forces on atoms 1 to 2 (eV/Å):
Be -0.095 -0.060 -0.342
O 0.014 -0.004 -0.004

Frontier orbital gap = 7.15 eV
Charge = 0